{"formula": "C18H16N3O2S4TeW", "method": "ωB97M-V/def2-TZVPD", "e_homo_ev": [-10.55, -10.54], "total_charge": 1, "molar_mass_g_mol": 746.053, "fmax_ha_per_bohr": 0.0270, "spin_multiplicity": 3, "homo_lumo_gap_ev": [5.46, 5.01], "elements": ["W", "O", "C", "O", "C", "C", "C", "N", "C", "C", "C", "C", "C", "C", "C", "N", "C", "C", "C", "C", "C", "N", "H", "H", "H", "H", "H", "H", "H", "H", "H", "H", "S", "S", "S", "S", "C", "Te", "C", "H", "H", "H", "H", "H", "H"], "coordinates": [[0.28915, 0.31808, -0.47198], [-0.67525, -3.81001, 5.02779], [-1.17980, -4.05645, 3.92193], [-1.83920, -5.00109, 3.46300], [-0.92959, -2.93859, 2.88500], [-0.21578, -1.79427, 3.23583], [0.03950, -0.83761, 2.28807], [-0.42638, -0.97106, 1.02393], [-1.14842, -2.06004, 0.67829], [-1.39290, -3.06605, 1.57669], [-1.54457, -2.05839, -0.74801], [-2.34883, -3.02380, -1.31842], [-2.62835, -2.95875, -2.67173], [-2.09248, -1.92432, -3.42332], [-1.30929, -0.98087, -2.79910], [-1.04307, -1.03247, -1.47648], [0.88895, 0.35972, 2.47358], [1.42139, 0.73756, 3.68932], [2.25734, 1.83813, 3.74973], [2.53888, 2.53948, 2.58689], [1.96717, 2.12861, 1.40411], [1.14865, 1.05664, 1.34104], [0.13204, -1.73718, 4.26062], [-1.92955, -3.97656, 1.33668], [-2.74514, -3.81920, -0.70352], [-3.25244, -3.71118, -3.13524], [-2.27244, -1.84303, -4.48561], [-0.86441, -0.16337, -3.34570], [1.18891, 0.16338, 4.57469], [2.68913, 2.14141, 4.69427], [3.19738, 3.39641, 2.58689], [2.16121, 2.63980, 0.47291], [2.06361, -1.32501, -0.67515], [3.62305, -0.33858, -1.60295], [2.73040, 0.63640, -3.15795], [1.14966, 1.56980, -2.20574], [-2.40976, 2.48477, -2.22236], [-1.79533, 2.17602, -0.22125], [-0.76475, 4.01913, -0.08306], [-1.53588, 2.72673, -2.82091], [-3.12832, 3.29922, -2.22414], [-2.88373, 1.57343, -2.57821], [-1.50483, 4.81343, -0.11532], [-0.07099, 4.09211, -0.91652], [-0.23479, 4.04571, 0.86588]], "atomic_forces_ev_per_a": [[1.2, 0.2, -0.7], [-0.1, 0.0, -0.2], [-0.1, -0.3, 0.3], [0.1, 0.2, 0.0], [0.1, 0.3, -0.3], [0.0, -0.2, 0.3], [0.1, 0.2, -0.3], [-0.2, -0.2, 0.3], [0.1, 0.1, -0.3], [-0.2, -0.1, 0.2], [0.1, 0.1, 0.3], [-0.1, -0.1, 0.0], [0.0, -0.1, 0.0], [0.0, 0.0, -0.1], [0.0, 0.0, 0.2], [-0.2, -0.3, -0.1], [-0.2, -0.2, -0.2], [0.1, 0.0, 0.1], [0.0, 0.0, 0.1], [0.0, 0.1, 0.0], [-0.1, -0.1, 0.0], [0.0, 0.1, 0.4], [0.0, 0.0, 0.0], [0.0, 0.0, 0.0], [0.0, 0.0, 0.0], [0.0, 0.0, 0.0], [0.0, 0.0, 0.0], [0.0, 0.0, 0.0], [0.0, 0.0, 0.0], [0.0, 0.0, 0.0], [0.0, 0.0, 0.0], [0.0, 0.0, 0.0], [-0.1, 0.0, -0.2], [0.0, 0.2, 0.1], [0.1, -0.2, 0.0], [-0.4, 0.1, 0.1], [0.0, 0.0, -0.1], [-0.3, 0.1, 0.2], [0.0, 0.1, 0.0], [0.0, 0.0, 0.0], [0.0, 0.0, 0.0], [0.0, 0.0, 0.0], [0.0, 0.0, 0.0], [0.0, 0.0, 0.0], [0.0, 0.0, 0.0]]}



{"formula": "C18H16N8S3SbSe3TeTi", "method": "ωB97M-V/def2-TZVPD", "e_homo_ev": [-0.77, -1.57], "total_charge": -2, "molar_mass_g_mol": 974.690, "fmax_ha_per_bohr": 0.0170, "relative_energy_kj_mol": 84.4, "spin_multiplicity": 4, "homo_lumo_gap_ev": [4.62, 4.83], "elements": ["Ti", "N", "C", "N", "C", "N", "N", "C", "C", "C", "C", "C", "C", "N", "C", "C", "C", "C", "C", "C", "H", "H", "H", "H", "H", "H", "H", "H", "H", "H", "H", "S", "Sb", "S", "S", "Se", "Se", "Te", "Se", "N", "C", "C", "N", "C", "C", "N", "H", "H", "H", "H", "H"], "coordinates": [[0.05294, 0.56643, 0.29848], [-0.28146, -4.88064, -1.70727], [-0.95407, -3.68723, -1.59374], [-0.41413, -2.53675, -1.68002], [0.94953, -2.43850, -1.93435], [1.56182, -1.30737, -2.01464], [0.87162, -0.18107, -1.68326], [1.34115, 0.89012, -2.33528], [0.75420, 2.15220, -2.15381], [1.11647, 3.28016, -2.92540], [0.43617, 4.45544, -2.75703], [-0.61020, 4.52540, -1.82261], [-0.87812, 3.40256, -1.06467], [-0.21704, 2.25522, -1.19684], [1.74340, -3.67191, -2.07393], [3.12375, -3.67467, -2.27249], [3.83493, -4.86326, -2.32599], [3.17117, -6.07600, -2.17176], [1.80103, -6.09698, -1.96829], [1.08891, -4.90228, -1.91963], [-0.77515, -5.73367, -1.51289], [-2.02359, -3.76461, -1.42160], [2.13729, 0.75002, -3.05871], [1.92582, 3.19160, -3.63896], [0.70585, 5.32805, -3.34131], [-1.17235, 5.43427, -1.66286], [-1.63851, 3.40584, -0.29176], [3.61605, -2.71584, -2.36522], [4.90688, -4.84586, -2.47684], [3.72257, -7.00767, -2.19933], [1.27653, -7.03628, -1.83454], [1.55542, 2.72880, 4.33170], [0.88477, 3.12389, 2.16170], [-1.19274, 1.64867, 1.93402], [2.20940, 1.56882, 0.81088], [-2.61845, -1.54892, 1.13447], [-4.05373, -3.20436, 0.70155], [-3.98650, -1.12028, -2.46913], [-2.65307, -0.03545, -0.72132], [2.45040, -4.26502, 1.45659], [2.04989, -3.05086, 1.99752], [1.20717, -2.19790, 1.27683], [0.81198, -1.04076, 1.77347], [1.20377, -0.71620, 3.01216], [2.01679, -1.58072, 3.71407], [2.45762, -2.74126, 3.21801], [2.49751, -4.29810, 0.44831], [3.26221, -4.64815, 1.91395], [0.85306, -2.47097, 0.29610], [0.89654, 0.24263, 3.40975], [2.35101, -1.31178, 4.70808]], "atomic_forces_ev_per_a": [[0.5, 0.7, 0.0], [-0.1, 0.0, 0.0], [0.0, 0.1, 0.0], [-0.2, 0.0, 0.1], [0.1, 0.0, -0.1], [0.2, 0.0, 0.1], [0.2, 0.1, 0.1], [-0.2, 0.0, -0.2], [0.0, 0.0, -0.1], [-0.1, 0.0, 0.0], [0.0, 0.0, 0.0], [0.0, 0.0, 0.0], [0.0, 0.0, 0.0], [0.1, -0.3, 0.1], [0.0, 0.0, 0.0], [0.0, 0.0, 0.0], [0.0, 0.0, 0.0], [0.0, 0.0, 0.0], [0.0, 0.0, 0.0], [0.0, 0.0, 0.0], [0.0, 0.0, 0.0], [0.0, 0.0, 0.0], [0.0, 0.0, 0.0], [0.0, 0.0, 0.0], [0.0, 0.0, 0.0], [0.0, 0.0, 0.0], [0.0, 0.0, 0.0], [0.0, 0.0, 0.0], [0.0, 0.0, 0.0], [0.0, 0.0, 0.0], [0.0, 0.0, 0.0], [0.0, 0.0, 0.0], [0.0, -0.2, 0.1], [0.1, -0.1, -0.3], [-0.2, 0.0, 0.0], [-0.3, 0.0, 0.0], [0.1, 0.0, -0.1], [0.1, -0.1, -0.1], [-0.2, -0.1, 0.3], [0.0, -0.1, 0.0], [0.0, 0.0, 0.0], [0.0, -0.1, 0.1], [-0.2, 0.0, -0.3], [0.0, 0.0, -0.1], [0.0, 0.0, 0.0], [0.0, 0.0, 0.0], [0.0, 0.0, 0.0], [0.0, 0.0, 0.0], [0.0, 0.0, 0.0], [0.0, 0.0, 0.0], [0.0, 0.0, 0.0]]}



{"formula": "C18H17AuBIN6S", "method": "ωB97M-V/def2-TZVPD", "e_homo_ev": -7.51, "total_charge": 0, "molar_mass_g_mol": 684.126, "fmax_ha_per_bohr": 0.0236, "homo_lumo_gap_ev": 7.67, "elements": ["Au", "B", "N", "C", "C", "C", "N", "N", "C", "C", "C", "N", "H", "H", "H", "H", "H", "H", "H", "H", "S", "C", "N", "C", "C", "C", "C", "C", "C", "H", "H", "H", "H", "H", "I", "C", "C", "C", "C", "C", "N", "H", "H", "H", "H"], "coordinates": [[-0.14263, -0.61538, -0.80217], [-0.43253, 1.91142, 1.86263], [-0.32123, 0.40892, 2.22723], [-0.35633, 0.02962, 3.50873], [-0.32543, -1.35238, 3.56893], [-0.26683, -1.74308, 2.23813], [-0.26403, -0.66768, 1.45473], [-0.43993, 2.31752, 0.36303], [-0.38303, 3.61222, 0.03763], [-0.38563, 3.73412, -1.34027], [-0.45713, 2.42342, -1.78927], [-0.49713, 1.59142, -0.74867], [0.52637, 2.45132, 2.34153], [-1.47193, 2.29422, 2.32953], [-0.39103, 0.75872, 4.29123], [-0.34863, -1.97568, 4.43993], [-0.23633, -2.72778, 1.81203], [-0.33873, 4.36162, 0.80033], [-0.32163, 4.63062, -1.92387], [-0.47883, 2.04252, -2.79257], [3.54767, -2.86128, -2.85397], [1.90347, -2.47808, -2.47707], [1.72787, -1.57218, -1.58407], [2.90937, -1.08238, -1.09817], [3.06507, -0.09578, -0.12667], [4.34307, 0.26792, 0.24403], [5.46457, -0.33328, -0.33187], [5.32837, -1.30858, -1.30037], [4.04707, -1.67538, -1.68007], [1.09897, -2.97878, -2.98067], [2.19097, 0.36102, 0.31323], [4.48127, 1.03412, 0.99333], [6.45517, -0.03448, -0.01887], [6.18677, -1.77998, -1.75187], [-1.85663, -1.14008, -3.22857], [-3.20303, -0.93448, -1.61687], [-4.54663, -0.70048, -1.82767], [-5.34763, -0.59298, -0.70057], [-4.77573, -0.73738, 0.55413], [-3.41433, -0.98098, 0.63373], [-2.64723, -1.07218, -0.43787], [-4.94503, -0.60788, -2.82427], [-6.40413, -0.40028, -0.80767], [-5.36923, -0.67518, 1.45153], [-2.90753, -1.10678, 1.57843]], "atomic_forces_ev_per_a": [[0.8, -0.1, -0.1], [-0.1, 0.1, 0.0], [0.0, -0.2, 0.3], [0.0, -0.3, 0.3], [0.0, 0.2, 0.2], [0.0, 0.1, 0.1], [0.0, -0.4, -0.4], [0.1, 0.3, -0.1], [0.1, 0.3, -0.3], [0.0, 0.1, 0.2], [0.0, 0.0, 0.2], [-0.1, -0.5, -0.5], [0.1, 0.2, 0.2], [-0.1, 0.2, 0.2], [-0.1, 0.2, 0.2], [0.0, -0.1, 0.2], [0.0, -0.1, -0.1], [0.0, 0.2, 0.2], [0.0, 0.2, -0.1], [0.0, -0.1, -0.1], [-0.1, 0.2, 0.2], [0.4, -0.1, -0.1], [-1.1, 0.0, -0.1], [1.2, 0.0, 0.0], [0.0, 0.0, 0.0], [-0.1, 0.0, 0.0], [0.1, -0.1, -0.1], [0.1, 0.0, 0.1], [-0.4, -0.1, 0.0], [-0.3, -0.1, -0.1], [-0.1, 0.1, 0.1], [0.0, 0.0, 0.0], [0.0, 0.0, 0.0], [0.1, 0.0, 0.0], [-0.4, 0.0, -0.3], [0.1, -0.1, -0.3], [-0.1, 0.0, 0.0], [0.1, 0.0, 0.0], [0.0, 0.0, -0.1], [-0.3, 0.1, 0.3], [0.1, -0.2, -0.3], [-0.1, 0.0, -0.1], [-0.1, 0.0, 0.0], [-0.1, 0.0, 0.1], [0.0, 0.0, 0.2]]}